# 1
Formula: C33H48ClIN6O6S2
Source: the OMol25 dataset
Level of theory: ωB97M-V/def2-TZVPD

- Charge: 0
- Lowest unoccupied orbital energy: -2.0 eV
- SMILES: CCN(CC)C(=S)SCCCc1cc2nc(Cl)c(I)nc2c(COO)c1COc1ccccc1.CN(C)C=O.CN(C)C=O.CN(C)C=O
- Energy: -98490.870 eV
- Kohn-Sham gap: 6.35 eV
- HOMO level: -8.354 eV

```
97
Properties=species:S:1:pos:R:3:mulliken_charge:R:1
C 5.34976 0.57156 2.81085 -0.500
C 5.95135 1.97675 2.21865 -0.565
N 4.92284 2.93717 1.66693 0.148
C 3.77538 2.24262 0.96877 -0.183
C 4.26141 1.30768 -0.33018 -0.941
C 4.46673 3.96464 2.67831 -0.102
S 5.62289 5.15938 3.17281 -0.147
S 2.75982 4.11926 3.43295 -0.116
C 2.44998 2.84802 4.77273 -0.309
C 0.82808 2.75697 5.15721 -0.619
C 0.24973 1.20493 5.10185 -0.256
C -1.05272 1.00792 4.12590 0.525
C -2.43982 0.38764 4.81247 -1.098
C -3.82664 0.14175 3.92425 0.351
N -4.99441 -0.46200 4.65151 -0.567
C -6.19364 -0.69642 3.77738 0.392
Cl -7.70370 -1.48213 4.51552 -0.150
C -6.19666 -0.27049 2.20776 -0.316
I -8.08088 -0.67917 1.08755 0.094
N -5.07951 0.34050 1.41002 -0.262
C -3.90657 0.49829 2.33790 0.593
C -2.51293 1.12023 1.65303 -0.152
C -2.50369 1.53510 0.03647 -1.088
O -2.19166 0.40445 -0.85143 0.132
O -2.54948 0.75726 -2.05342 -0.464
C -1.13485 1.34399 2.52184 0.692
C 0.17432 1.91796 1.71140 0.414
O 0.63095 1.02690 0.60430 -0.294
C 0.78777 -0.36307 1.07683 0.433
C 1.64880 -0.74728 2.43202 0.543
C 1.85118 -2.25203 3.05026 -0.558
C 1.18361 -3.51904 2.24961 -0.494
C 0.33183 -3.17985 0.88247 -0.338
C 0.11901 -1.66602 0.26897 -0.316
H 5.30393 -0.23364 1.95052 0.168
H 6.08916 0.12957 3.62518 0.360
H 4.27118 0.65654 3.27524 -0.022
H 6.61648 2.44677 3.09145 0.353
H 6.72301 1.69563 1.36620 0.239
H 3.11846 3.10824 0.47439 0.382
H 3.04573 1.65526 1.67237 0.088
H 5.14294 1.81511 -0.91153 0.311
H 4.50974 0.20384 -0.03178 0.160
H 3.31027 1.25017 -1.04776 0.109
H 2.98037 3.26173 5.75748 0.392
H 2.92903 1.80313 4.55419 0.058
H 0.64363 3.17870 6.24068 0.359
H 0.17605 3.37841 4.37377 0.308
H 1.11903 0.40961 4.91455 0.136
H -0.12582 0.97479 6.21155 0.376
H -2.46244 0.08179 5.95852 0.203
H -3.60312 1.90412 -0.24631 0.462
H -1.80151 2.47353 -0.17784 0.311
H -2.43491 1.74773 -2.19304 0.343
H -0.01124 2.97634 1.19150 0.405
H 1.05060 1.99145 2.48312 -0.904
H 2.16123 0.14328 3.00168 -0.299
H 2.47209 -2.38371 4.05249 0.297
H 1.32826 -4.60286 2.69738 0.288
H -0.14754 -4.08308 0.31026 0.299
H -0.49123 -1.57165 -0.72596 0.307
C -6.08640 -3.65495 -0.82730 -0.707
N -4.94104 -4.05868 -0.03863 0.189
C -4.29648 -3.07925 0.81073 -0.673
C -4.44636 -5.34513 -0.07169 0.073
O -3.48442 -5.75203 0.56792 -0.571
H -5.78518 -2.84682 -1.50001 0.290
H -6.87154 -3.29919 -0.15393 0.131
H -6.47192 -4.48963 -1.41897 0.310
H -3.24994 -2.97895 0.50765 0.239
H -4.33082 -3.42901 1.84692 0.299
H -4.79715 -2.11033 0.73233 0.188
H -5.00934 -6.00806 -0.74886 0.267
C -1.96130 -0.36726 -5.11136 -0.881
N -1.60130 0.24660 -6.37247 0.187
C -2.05306 -0.36744 -7.60334 -1.006
C -0.84276 1.39605 -6.43688 0.045
O -0.50365 1.96554 -7.46676 -0.597
H -1.56162 -1.38510 -5.08686 0.339
H -3.05179 -0.39862 -5.03206 0.414
H -1.55611 0.19789 -4.26766 0.180
H -1.18180 -0.62959 -8.21105 0.286
H -2.66444 0.35188 -8.15651 0.298
H -2.64020 -1.26589 -7.39434 0.402
H -0.55256 1.77925 -5.44495 0.346
C 3.16431 -0.35033 -6.62164 -0.820
N 3.55040 -0.20659 -5.23344 0.161
C 2.61745 -0.61059 -4.20263 -0.905
C 4.77725 0.30234 -4.86385 0.083
O 5.16616 0.45030 -3.71196 -0.548
H 2.26404 0.24423 -6.80151 0.263
H 2.95458 -1.40484 -6.82282 0.308
H 3.95956 -0.00867 -7.28967 0.298
H 2.39339 0.25171 -3.56750 0.216
H 3.08041 -1.38904 -3.58872 0.317
H 1.69330 -0.99189 -4.64554 0.351
H 5.40857 0.57786 -5.72437 0.261
```

=====

# 2
Formula: C33H48O10Si
Source: the OMol25 dataset
Level of theory: ωB97M-V/def2-TZVPD

- Charge: 0
- Lowest unoccupied orbital energy: -0.4 eV
- SMILES: C[Si](C)(C)c1ccc2c(c1)C(=O)c1ccccc1C2=O.CCOC(C)=O.CCOC(C)=O.CCOC(C)=O.CCOC(C)=O
- Energy: -63353.523 eV
- Kohn-Sham gap: 8.80 eV
- HOMO level: -9.164 eV

```
92
Properties=species:S:1:pos:R:3:mulliken_charge:R:1
C -1.68092 3.81800 2.05177 -1.079
Si -0.67321 2.92900 0.75022 0.016
C -0.30574 1.15982 1.30518 -0.369
C -1.49114 2.86453 -0.94367 -1.167
C 0.96076 3.88291 0.52830 0.495
C 1.06659 5.00112 -0.30665 -0.356
C 2.29278 5.63753 -0.46674 -1.223
C 3.40709 5.15603 0.20170 0.732
C 3.31108 4.05848 1.06427 0.085
C 2.08431 3.43051 1.22595 -0.356
C 4.54425 3.58415 1.74017 -0.015
O 4.57169 3.20168 2.87830 -0.548
C 5.74872 3.63394 0.86226 0.558
C 6.70167 2.62838 0.87958 -0.599
C 7.77757 2.69948 0.00117 -0.759
C 7.87567 3.77915 -0.87858 -0.513
C 6.92951 4.79779 -0.87267 -0.901
C 5.84933 4.72954 -0.00280 0.595
C 4.76338 5.75214 0.03182 -0.088
O 4.97033 6.93412 -0.03855 -0.553
H -1.10829 3.78530 2.97831 0.321
H -1.76167 4.87508 1.79465 0.409
H -2.65322 3.36913 2.19859 0.301
H 0.74212 0.89625 1.17673 0.437
H -0.88432 0.43581 0.73981 -0.459
H -0.59538 1.07333 2.35105 0.270
H -2.04959 3.76765 -1.18789 0.382
H -2.14589 1.99911 -1.03852 0.299
H -0.73543 2.75986 -1.72431 0.382
H 0.19397 5.34049 -0.84536 0.415
H 2.40653 6.48953 -1.12187 0.444
H 2.00964 2.57674 1.88509 0.648
H 6.56555 1.81778 1.58099 0.681
H 8.52004 1.91677 -0.02607 0.439
H 8.70843 3.79259 -1.56590 0.399
H 7.04229 5.63395 -1.54755 0.469
C 7.27900 -2.97770 0.36998 -0.964
C 6.76239 -2.19191 -0.81772 -0.346
O 5.36078 -2.38542 -1.01887 -0.383
C 4.41837 -1.67368 -0.36834 0.703
C 4.81872 -0.81520 0.80959 -0.454
O 3.27192 -1.78876 -0.70367 -0.580
H 6.81466 -2.65162 1.30079 0.272
H 8.35881 -2.85958 0.46481 0.349
H 7.05078 -4.03633 0.24709 0.306
H 6.99808 -1.12856 -0.74556 0.317
H 7.23218 -2.55436 -1.73066 0.317
H 4.67456 -1.38602 1.72592 0.296
H 4.16800 0.05639 0.83020 0.068
H 5.84252 -0.45179 0.76778 0.127
C -4.48251 -1.66107 1.89186 -0.521
C -3.44945 -1.40114 2.96594 -0.677
O -3.10997 -0.01085 3.06654 -0.316
C -3.81817 0.87291 3.78738 0.889
C -5.17371 0.47968 4.32734 -1.172
O -3.38338 1.98514 3.92819 -0.560
H -5.42288 -1.15261 2.11382 0.335
H -4.67853 -2.73048 1.78167 0.357
H -4.13403 -1.28080 0.93047 0.084
H -3.75490 -1.79236 3.93778 0.361
H -2.51598 -1.90018 2.70878 0.352
H -5.93694 0.80205 3.62053 0.257
H -5.32469 0.99827 5.27097 0.359
H -5.28718 -0.58479 4.51693 0.348
C -0.93366 -2.02382 -1.12325 -0.339
C -2.37366 -2.20066 -1.55468 -0.008
O -2.89233 -1.01307 -2.16652 -0.365
C -2.72198 -0.71831 -3.46864 0.780
C -1.73234 -1.51612 -4.28668 -0.999
O -3.31788 0.21364 -3.93559 -0.600
H -0.27666 -1.83476 -1.97236 0.328
H -0.57617 -2.91453 -0.60625 0.405
H -0.84317 -1.17203 -0.45407 -0.247
H -2.50872 -3.06600 -2.20575 0.353
H -2.99760 -2.37184 -0.67912 -0.089
H -0.77829 -0.99094 -4.28886 0.256
H -2.10588 -1.57368 -5.30620 0.312
H -1.57955 -2.53381 -3.93601 0.359
C -6.32195 -5.48000 -3.54199 -0.959
C -6.04269 -6.27166 -2.28142 -0.451
O -5.24888 -5.52920 -1.34957 -0.355
C -5.76765 -4.65774 -0.47006 0.756
C -7.20853 -4.22719 -0.60331 -1.133
O -5.04609 -4.18543 0.36924 -0.528
H -6.90184 -4.58090 -3.33323 0.281
H -6.87582 -6.08755 -4.25770 0.365
H -5.38586 -5.16234 -4.00123 0.277
H -6.95587 -6.63293 -1.80672 0.381
H -5.44729 -7.15047 -2.52222 0.318
H -7.24336 -3.30281 -1.17876 0.253
H -7.59887 -4.03687 0.39345 0.356
H -7.85441 -4.96589 -1.07080 0.376
```

=====

# 3
Formula: C33H49As2BrF6IN2S2SiSn
Source: the OMol25 dataset
Level of theory: ωB97M-V/def2-TZVPD

- Charge: 0
- Lowest unoccupied orbital energy (alpha / beta): 0.1 / -0.9 eV
- Energy: -289506.982 eV
- Kohn-Sham gap (alpha / beta): 5.91 / 7.36 eV
- Multiplicity: 2
- Expectation value of S²: 0.759
- HOMO level (alpha / beta): -5.824 / -8.241 eV

```
98
Properties=species:S:1:pos:R:3:mulliken_charge:R:1
Sn 2.42916 -2.26494 -0.79676 0.872
S 2.48959 -3.12248 -3.10051 -0.475
C 3.89203 -2.08064 -3.43245 0.521
C 5.11764 -2.64294 -3.76312 -0.643
C 6.20161 -1.82842 -4.04200 -0.597
C 6.06554 -0.44861 -4.04658 -0.783
C 4.84216 0.11686 -3.72990 -0.592
C 3.76511 -0.69768 -3.40200 0.106
As 2.20723 0.21270 -2.63682 1.630
C 2.12845 1.45845 -4.16126 -0.283
C 1.88450 0.86774 -5.39888 -0.296
C 1.82968 1.63755 -6.54506 -0.834
C 2.04132 3.00411 -6.45247 -0.432
C 2.32106 3.59580 -5.23330 -0.765
C 2.36824 2.82234 -4.08398 0.133
C 2.76855 1.39023 -1.21866 0.612
C 4.02736 1.23110 -0.64265 -0.546
C 4.42707 2.06804 0.38272 -0.726
C 3.56616 3.05126 0.85011 -0.661
C 2.29893 3.18656 0.30584 -0.892
C 1.89872 2.36485 -0.73386 -0.376
H 5.20527 -3.71767 -3.78059 0.473
H 7.15751 -2.27475 -4.26727 0.396
H 6.90617 0.18622 -4.28607 0.417
H 4.70645 1.19844 -3.73197 0.413
H 1.72881 -0.21099 -5.43427 0.335
H 1.62474 1.18947 -7.50728 0.419
H 2.00052 3.61139 -7.34118 0.384
H 2.50048 4.65973 -5.17667 0.413
H 2.57500 3.26260 -3.11230 0.392
H 4.69442 0.45529 -1.01560 0.368
H 5.41180 1.96055 0.81422 0.457
H 3.88860 3.71399 1.63920 0.413
H 1.62847 3.94184 0.69018 0.439
H 0.91338 2.47836 -1.17444 0.445
C -1.33753 -4.87558 2.69911 -0.988
N -1.00340 -4.37538 1.38683 -0.111
C -0.20139 -3.35010 1.15502 0.454
N 0.31214 -2.63723 2.14979 0.358
S -0.01457 -2.88323 -0.48546 -0.664
H -2.18755 -5.54486 2.60882 0.412
H -1.60739 -4.04769 3.35348 0.207
H -0.49809 -5.42588 3.13214 0.269
H -1.33065 -4.87479 0.57296 0.267
H 0.53572 -3.09573 3.02349 0.302
H 0.88803 -1.84330 1.90707 -0.023
I -1.10614 1.29247 -3.33149 -0.093
C 0.28117 -0.25840 -2.66588 -0.630
H -0.02889 -0.50268 -1.65396 -0.511
H 0.12015 -1.11092 -3.32872 0.876
F 3.07000 -2.93462 1.90827 -0.503
As 3.65082 -4.65111 1.90470 2.073
F 3.83651 -4.49760 3.61817 -0.485
F 5.21911 -4.05415 1.54875 -0.484
F 4.10466 -6.30144 1.88665 -0.472
F 3.28878 -4.71895 0.16483 -0.480
F 1.93227 -5.06878 2.14954 -0.541
C -4.24066 3.39771 2.37172 -1.937
C -3.12384 2.83691 1.48618 2.611
C -3.48446 3.12501 0.02395 -1.899
C -1.83603 3.62146 1.76810 -1.957
Si -2.89909 0.92325 1.81890 -0.582
Br -0.79861 0.52675 1.06525 -0.293
C -4.02469 -0.24691 0.74159 2.595
C -3.62778 -0.20465 -0.73606 -1.780
C -3.89615 -1.71440 1.16524 -2.212
C -5.49433 0.16020 0.88081 -1.814
C -2.76842 0.40931 3.70558 2.760
C -1.91729 1.42080 4.48256 -2.099
C -2.09518 -0.95508 3.89316 -2.031
C -4.15846 0.34385 4.34268 -1.828
H -4.41089 4.44625 2.12957 0.545
H -3.98047 3.34534 3.42626 0.333
H -5.17702 2.86481 2.22279 0.361
H -3.57382 4.20115 -0.12240 0.589
H -4.43528 2.68071 -0.25368 0.331
H -2.71891 2.76859 -0.66325 0.176
H -2.03320 4.68936 1.67598 0.543
H -1.06083 3.36699 1.04857 0.296
H -1.45067 3.44124 2.76636 0.282
H -2.62691 -0.60355 -0.87826 0.127
H -3.66001 0.79404 -1.15186 0.370
H -4.30808 -0.82266 -1.31935 0.506
H -2.85682 -2.03882 1.14727 0.356
H -4.44747 -2.34421 0.46647 0.621
H -4.31237 -1.88921 2.15435 0.330
H -5.67458 1.15728 0.48797 0.323
H -5.81918 0.13951 1.91937 0.335
H -6.12667 -0.52949 0.32181 0.513
H -0.91797 1.49895 4.05472 0.306
H -1.80752 1.09891 5.51949 0.592
H -2.37496 2.40711 4.49594 0.376
H -1.10486 -0.97686 3.44825 0.303
H -2.68457 -1.75477 3.46142 0.231
H -1.98503 -1.16583 4.95615 0.578
H -4.68658 1.28952 4.25131 0.324
H -4.07405 0.11000 5.40439 0.518
H -4.76183 -0.43492 3.88219 0.328
```